A gas-phase ion, C4H10N2O (charge +1), computed with the ωB97M-V functional and the def2-TZVPD basis.

Results
Frontier orbital gap (alpha / beta) = 11.57 / 6.99 eV
HOMO level (alpha / beta) = -14.5470 / -14.5397 eV
Energy above the lowest of the compared OMol25 structures with the same formula, charge and spin = 14.79 kJ/mol
Electronic energy = -342.8629 Ha
Total charge = +1
Strongest force on any atom = 0.0460 hartree/bohr
Spin multiplicity = 2

Geometry (Å):
C  -1.80  -0.06  0.70
N  -0.71  -0.91  0.22
C  -0.78  -2.30  0.61
C  0.62  -0.34  0.34
C  0.83  0.94  -0.50
N  2.02  1.53  -0.28
O  -0.07  1.34  -1.20
H  -1.62  0.96  0.37
H  -1.79  -0.12  1.79
H  -2.74  -0.47  0.35
H  -1.82  -2.61  0.68
H  -0.23  -2.93  -0.09
H  -0.32  -2.43  1.59
H  0.77  -0.12  1.40
H  1.37  -1.09  0.10
H  2.41  2.18  -0.94
H  2.56  1.35  0.55